The following is a DFT calculation (wB97M-V/def2-TZVPD) of a structure of composition C5H7NO.

The geometry in XYZ format:
```
14
C5H7NO, DFT wB97M-V/def2-TZVPD
O -2.204 -1.862 -0.832
N 0.548 -0.111 -0.151
C 0.129 -1.397 -0.211
C -1.475 0.993 0.634
C -0.720 0.606 -0.467
C 1.856 0.356 0.234
C -1.195 -1.242 -0.668
H -0.525 1.386 -1.200
H 2.605 -0.152 -0.378
H -2.071 1.890 0.621
H 2.081 0.131 1.280
H -1.745 0.220 1.339
H 0.802 -2.242 -0.246
H 1.915 1.426 0.045
```

Total energy = -324.545464 Ha
Largest force on an atom = 0.0229 hartree/bohr
HOMO-LUMO gap (spin up / spin down) = 7.24 / 7.06 eV
HOMO energy (spin up / spin down) = -7.35 / -7.24 eV
Lowest unoccupied orbital energy (spin up / spin down) = -0.0041 / -0.0068 Eh
ΔE to the lowest compared entry with this formula, charge and spin = 469.97 kJ/mol
Total charge = 0